1.
DFT (ωB97M-V with the def2-TZVPD basis set) results for C33H55ClN2O2P2V as an isolated structure in a non-equilibrium geometry.

Atoms and positions in Å:
V  -0.0621  -0.0369  -0.1485
P  -0.1941  1.3567  -1.9458
C  -1.0092  0.4787  -3.3934
C  -1.1033  2.9854  -1.8561
C  1.5358  1.6702  -2.5814
C  -2.1205  -0.4876  -3.0059
H  -0.1820  -0.1275  -3.7882
C  -1.5075  1.4012  -4.5045
H  -2.4795  1.8354  -4.2574
H  -1.6446  0.8142  -5.4197
H  -0.8267  2.2161  -4.7435
H  -1.7175  -1.4378  -2.6487
H  -2.7416  -0.6972  -3.8831
H  -2.7719  -0.0806  -2.2292
H  1.8453  0.6349  -2.7802
C  2.4847  2.2366  -1.5407
C  1.6398  2.4575  -3.8816
H  1.3407  1.8714  -4.7507
H  2.6829  2.7564  -4.0395
H  1.0447  3.3729  -3.8555
H  2.1146  2.1161  -0.5256
H  2.6888  3.3004  -1.7005
H  3.4485  1.7130  -1.5998
C  -2.5179  2.7721  -1.3360
H  -1.1714  3.3181  -2.8983
C  -0.3772  4.0711  -1.0757
H  -3.1572  2.2545  -2.0556
H  -2.9813  3.7425  -1.1268
H  -2.5148  2.1926  -0.4099
H  0.0172  3.7040  -0.1276
H  -1.0791  4.8826  -0.8504
H  0.4445  4.5075  -1.6492
Cl  -0.7605  1.8145  1.3733
H  -1.4129  -0.6948  -0.4106
H  1.6291  0.1497  -0.0707
P  0.3027  -1.6638  1.7006
C  1.9165  -2.5967  1.5334
C  0.2826  -1.1433  3.5082
C  -0.9887  -2.9649  1.4298
C  3.0853  -1.7823  1.0071
H  1.6619  -3.3327  0.7580
C  2.3436  -3.3478  2.7926
H  2.8374  -2.6827  3.5061
H  3.0776  -4.1151  2.5156
H  1.5303  -3.8529  3.3087
H  3.0005  -1.6025  -0.0663
H  4.0177  -2.3377  1.1761
H  3.1840  -0.8187  1.5108
H  -0.6923  -3.3037  0.4279
C  -2.4123  -2.4373  1.3312
C  -0.9281  -4.1605  2.3736
H  -0.0760  -4.8092  2.1769
H  -1.8319  -4.7691  2.2351
H  -0.9061  -3.8570  3.4212
H  -2.4551  -1.3575  1.2646
H  -3.0203  -2.7453  2.1842
H  -2.8833  -2.8356  0.4287
C  1.3747  -0.0802  3.7952
H  0.5658  -2.0371  4.0348
C  -1.1100  -0.7242  4.0439
H  2.3290  -0.4907  3.8890
H  1.0868  0.4742  4.6705
H  1.4120  0.6443  2.9603
H  -1.5511  0.0681  3.4269
H  -0.9822  -0.3168  5.0263
H  -1.7833  -1.5423  4.0548
O  -1.3611  -0.2661  1.7415
C  -0.2044  0.2169  2.3837
N  -0.1381  1.6058  3.6444
C  0.5935  2.8583  3.1258
C  1.6456  1.9771  1.6362
O  2.8240  2.0960  1.4856
N  1.0062  0.3909  1.3943
C  -0.9977  3.5376  3.2932
C  -1.9922  3.8506  2.3208
C  -3.3464  4.0629  2.6365
C  -3.7980  4.0481  3.9457
C  -2.8577  3.8721  4.9604
C  -1.5170  3.6427  4.6435
C  1.2922  4.2022  3.6228
C  0.6116  5.4663  3.8801
C  1.2303  6.6813  4.1234
C  2.6157  6.7270  4.1046
C  3.3274  5.5540  3.8771
C  2.6991  4.3319  3.6554
H  -0.7433  1.5704  4.4796
H  -1.7978  3.8525  1.2412
H  -4.1013  4.2016  1.8512
H  -4.8503  4.1686  4.1920
H  -3.2109  3.8695  5.9950
H  -0.8731  3.4568  5.5115
H  -0.4701  5.6608  3.8649
H  0.6352  7.5771  4.2843
H  3.0870  7.6883  4.2521
H  4.4152  5.6218  3.8479
H  3.3078  3.4495  3.4490

Cartesian forces (eV/Å) of the 2 atoms listed first:
0.7722 1.6525 3.5679
0.0264 0.1982 -1.2115

Properties
**2S+1**: 3
**Energy relative to the best compared isomer or geometry (same formula, charge and spin)**: 0.0000 eV
**<S²>**: 2.041
**Total charge**: -1
**Energy**: -98952.1997 eV
**Strongest force on any atom**: 10.541 eV/A

---

2.
DFT (ωB97M-V with the def2-TZVPD basis set) results for C33H55DyN3O2SSi4 as an isolated structure in a non-equilibrium geometry.

Atoms and positions in Å:
Dy  0.6360  -0.0678  -0.6697
C  3.0339  -0.3504  -4.6798
C  1.9551  0.5924  -4.2178
C  2.1739  1.4621  -3.1493
C  1.1912  2.3798  -2.7600
C  1.4975  3.4217  -1.7111
C  -0.0217  2.3950  -3.4463
C  -0.2640  1.5342  -4.5156
C  -1.5517  1.6205  -5.2865
C  0.7328  0.6373  -4.8825
H  3.9600  0.1886  -4.8840
H  2.7307  -0.8604  -5.5925
H  3.2428  -1.1050  -3.9207
H  3.1490  1.4982  -2.6823
H  2.2633  4.1018  -2.0894
H  1.8851  2.9818  -0.7909
H  0.6155  4.0139  -1.4743
H  -0.7749  3.1265  -3.1703
H  -1.6624  2.6143  -5.7229
H  -2.4111  1.4452  -4.6384
H  -1.5800  0.8887  -6.0922
H  0.5611  -0.0259  -5.7230
C  3.1008  1.0565  7.5608
C  2.7001  0.8524  6.1283
C  2.6985  1.9201  5.2297
C  2.3688  1.7250  3.9010
C  2.0440  0.4467  3.4710
C  2.0238  -0.6301  4.3432
C  2.3514  -0.4182  5.6707
S  1.5226  0.2223  1.8092
O  1.6729  -1.1840  1.4126
O  0.1294  0.6391  1.6869
N  2.2930  1.1120  0.7587
C  3.4949  0.5068  0.3485
C  4.6612  0.5668  1.1116
C  5.7911  -0.0757  0.6510
C  5.7281  -0.7624  -0.5564
C  4.5304  -0.7743  -1.2412
N  3.4244  -0.1616  -0.8079
H  2.8532  2.0607  7.9008
H  4.1802  0.9246  7.6628
H  2.6166  0.3294  8.2104
H  2.9540  2.9119  5.5805
H  2.3538  2.5441  3.1911
H  1.7496  -1.6101  3.9729
H  2.3323  -1.2470  6.3671
H  4.6419  1.1086  2.0477
H  6.7089  -0.0483  1.2234
H  6.5915  -1.2783  -0.9509
H  4.4394  -1.3018  -2.1825
C  2.3129  -5.8366  -0.8884
C  1.5405  -4.8335  -0.0185
C  1.4100  -3.5439  -0.6601
N  1.2842  -2.5327  -1.1859
H  2.4485  -6.7620  -0.3338
H  3.2934  -5.4493  -1.1599
H  1.7637  -6.0543  -1.8025
H  2.0313  -4.6938  0.9457
H  0.5271  -5.1954  0.1705
C  -3.1944  -0.7991  -3.4265
Si  -3.8015  0.2870  -1.9908
C  -3.9738  2.0613  -2.6363
C  -5.5002  -0.3173  -1.4196
Si  -2.2482  0.1308  -0.2029
Si  -2.6806  -1.9765  0.8438
C  -1.4779  -2.3381  2.2640
C  -4.4035  -2.3084  1.5504
C  -2.3777  -3.2911  -0.5030
Si  -2.6865  1.9807  1.2487
C  -2.2473  1.8639  3.0865
C  -1.6511  3.3807  0.4856
C  -4.5269  2.4279  1.1951
H  -3.6370  -0.5060  -4.3806
H  -3.4460  -1.8482  -3.2564
H  -2.1071  -0.7337  -3.5266
H  -4.5285  2.0846  -3.5764
H  -2.9954  2.5171  -2.8069
H  -4.5068  2.6956  -1.9245
H  -6.2935  -0.0115  -2.1039
H  -5.7372  0.0760  -0.4281
H  -5.5214  -1.4077  -1.3551
H  -1.5454  -1.5620  3.0314
H  -0.4449  -2.3620  1.9175
H  -1.7015  -3.2955  2.7406
H  -4.5619  -1.7557  2.4785
H  -4.5119  -3.3722  1.7687
H  -5.1941  -2.0250  0.8535
H  -1.4264  -3.1242  -1.0132
H  -3.1635  -3.2529  -1.2616
H  -2.3776  -4.3020  -0.0874
H  -1.2095  2.1549  3.2434
H  -2.3561  0.8417  3.4569
H  -2.8865  2.5121  3.6879
H  -0.6238  3.0297  0.3584
H  -1.6233  4.2665  1.1241
H  -2.0381  3.6829  -0.4912
H  -5.1003  1.7620  1.8438
H  -4.9483  2.3588  0.1903
H  -4.6749  3.4486  1.5537

Cartesian forces (eV/Å) of the 2 atoms listed first:
0.2098 -0.3251 -1.8826
-0.0612 0.0567 -0.0010

Properties
**2S+1**: 6
**Energy relative to the best compared isomer or geometry (same formula, charge and spin)**: 0.0952 eV
**<S²>**: 9.420
**Total charge**: +1
**Energy**: -110106.4418 eV
**Strongest force on any atom**: 1.922 eV/A

---

3.
DFT (ωB97M-V with the def2-TZVPD basis set) results for a 3-piece molecular cluster, C33H55F5N3O7S2 overall in a non-equilibrium geometry.

Atoms and positions in Å:
C  -0.3502  -5.6408  -1.0804
O  0.8545  -4.9004  -1.4863
C  0.5289  -3.5813  -2.0637
C  1.1796  -3.3547  -3.5860
C  1.3430  -1.7765  -3.9976
C  0.2489  -1.2561  -5.1324
C  -1.2171  -1.8363  -4.6403
C  -2.4896  -0.8688  -5.0239
C  -3.4563  -0.8346  -3.6594
C  -4.5348  -2.0315  -3.2770
S  -4.8242  -3.5280  -4.3669
O  -3.4992  -4.2947  -4.7521
O  -5.3704  -2.9795  -5.7425
C  -5.9511  -4.8395  -3.6049
F  -5.6444  -6.1126  -4.3586
F  -5.6196  -5.1413  -2.1789
C  -7.5522  -4.5636  -3.8238
F  -8.2572  -5.8083  -3.3371
F  -7.9549  -4.4063  -5.2429
F  -8.0469  -3.4639  -2.9523
N  -5.3084  -1.8719  -1.9711
C  -5.1699  -0.7144  -1.0013
C  -4.1457  0.5300  -1.3031
S  -3.9125  2.0058  -0.1151
C  -3.2314  0.5064  -2.6874
C  -2.1838  1.7320  -3.0504
O  -0.9253  1.5274  -3.5244
O  -2.5671  3.1755  -2.9277
H  -0.0764  -6.4164  -0.2152
H  -0.6712  -6.3080  -2.0074
H  -1.2191  -4.9832  -0.6529
H  -0.6505  -3.5745  -2.2166
H  0.7588  -2.6709  -1.3452
H  2.2602  -3.8576  -3.5210
H  0.5573  -4.0055  -4.3337
H  2.4320  -1.6585  -4.4632
H  1.2730  -1.0323  -3.0714
H  0.5252  -1.7126  -6.2003
H  0.2509  -0.0881  -5.2654
H  -1.1667  -1.8512  -3.4480
H  -1.3089  -2.9200  -5.1032
H  -3.1184  -1.4343  -5.8491
H  -2.1929  0.2071  -5.3935
H  -5.9721  -2.6392  -1.7006
H  -5.8118  -0.7126  -0.0009
H  -2.7290  1.8508  0.6312
H  -3.5648  3.2318  -2.7476
C  1.1586  -3.3352  4.3231
C  1.9616  -3.2731  2.9897
C  3.4238  -3.7767  3.1910
C  4.3680  -2.7673  3.8293
C  4.2990  -1.4296  3.1021
C  2.8530  -0.8796  3.0301
N  1.8875  -1.8744  2.4452
O  2.1286  -1.9371  1.0618
C  2.4111  -0.4604  4.4607
C  2.8647  0.4686  2.2405
C  1.2581  -4.3366  2.0783
H  0.7019  -2.3787  4.5924
H  0.3090  -4.0272  4.2648
H  1.7813  -3.6583  5.1649
H  3.8484  -4.0584  2.2188
H  3.4232  -4.6962  3.7939
H  4.1379  -2.6504  4.8910
H  5.3940  -3.1543  3.7809
H  4.9548  -0.7143  3.6118
H  4.7110  -1.5516  2.0929
H  1.3803  -0.0844  4.4596
H  3.0471  0.3510  4.8406
H  2.4834  -1.2610  5.1936
H  3.2849  0.3662  1.2326
H  3.4799  1.2187  2.7527
H  1.8527  0.8818  2.1489
H  0.2319  -4.0414  1.8383
H  1.2106  -5.3095  2.5884
H  1.7947  -4.5111  1.1387
C  0.2062  6.0929  0.0996
C  0.4568  5.1300  1.2982
C  -0.1866  5.6832  2.6067
C  0.6087  6.7820  3.2980
C  2.0609  6.3592  3.4868
C  2.7240  5.9403  2.1515
N  1.9345  4.8870  1.4225
O  2.1155  3.6721  2.1059
C  2.8986  7.2070  1.2668
C  4.1920  5.4879  2.4372
C  -0.3586  3.8449  0.9236
H  1.1269  6.3900  -0.4103
H  -0.3950  5.6256  -0.6905
H  -0.3167  7.0058  0.4062
H  -0.3117  4.8629  3.3252
H  -1.2005  6.0536  2.3976
H  0.5406  7.7139  2.7317
H  0.1601  6.9879  4.2784
H  2.6147  7.1867  3.9453
H  2.1001  5.5332  4.2074
H  3.3461  6.9516  0.2981
H  3.5724  7.9276  1.7504
H  1.9710  7.7453  1.0848
H  4.2494  4.6696  3.1653
H  4.7825  6.3117  2.8569
H  4.6916  5.1623  1.5165
H  0.0546  3.3535  0.0372
H  -1.4036  4.1036  0.7002
H  -0.3934  3.1125  1.7382

Cartesian forces (eV/Å) of the 2 atoms listed first:
0.1560 -1.5868 0.1557
-1.7118 1.2771 0.0423

Properties
**2S+1**: 3
**<S²>**: 2.010
**Total charge**: +1
**Energy**: -89143.8004 eV
**Strongest force on any atom**: 10.250 eV/A

---

Look up the 2S+1 of the second one.
6